# 1
8
Properties=species:S:1:pos:R:3:forces:R:3 method="wB97M-V/def2-TZVPD" e_homo_ev=-4.7 de_lowest_kcal_mol=74.98 charge=-1 lumo_energy_ev=3.86
C 0.86445 0.59866 -1.07893 -0.9 1.8 -1.8
C -0.90590 -0.05763 1.18067 0.8 0.9 -1.4
C 0.04625 -0.12457 -0.16089 -1.3 -4.9 -1.2
O -1.33284 -1.10634 1.59341 -0.2 -1.2 0.3
O 1.12383 1.28874 -2.03136 -0.3 -0.5 0.5
O -1.02595 1.11780 1.48521 -0.2 1.3 0.7
O 1.53164 0.02243 -0.14595 1.2 -0.8 1.6
H -0.30148 -1.73909 -0.84216 0.8 3.4 1.2



# 2
8
Properties=species:S:1:pos:R:3:forces:R:3 method="wB97M-V/def2-TZVPD" e_homo_ev=-3.4 de_lowest_kcal_mol=27.34 charge=-1 lumo_energy_ev=3.95
C -0.59980 -0.60855 1.04519 1.6 -1.1 1.3
C -0.59082 0.55311 0.25826 0.1 1.8 -2.5
C 0.80569 0.22242 -1.18498 -1.8 -1.5 -1.0
O -1.06042 1.67206 0.24402 0.1 -0.8 0.4
O 1.85158 0.61704 -0.80571 1.8 1.2 1.2
O -1.10923 -1.71645 0.88640 0.1 0.8 0.3
O 0.33396 -0.31842 -2.16866 -0.6 0.4 0.8
H 0.36906 -0.42121 1.72546 -1.4 -0.7 -0.6



# 3
8
Properties=species:S:1:pos:R:3:forces:R:3 method="wB97M-V/def2-TZVPD" e_homo_ev=-2.6 de_lowest_kcal_mol=43.55 charge=-1 lumo_energy_ev=3.63
C -0.82140 2.00702 0.22861 0.7 0.5 -1.3
C 0.37237 -1.21267 -0.70950 -0.3 -0.4 -0.1
C 0.34657 -0.76544 0.62304 -0.5 0.0 1.3
O 1.61463 -1.17910 -0.23605 1.0 -0.2 -1.1
O -1.11868 1.74326 1.31231 -0.4 0.3 0.2
O -0.12327 -1.43841 -1.80439 0.4 0.0 0.7
O -0.53868 2.39724 -0.84770 -0.4 -0.7 1.4
H 0.26846 -1.55190 1.43367 -0.4 0.5 -1.0



# 4
10
Properties=species:S:1:pos:R:3:forces:R:3 method="wB97M-V/def2-TZVPD" e_homo_ev=-5.4 de_lowest_kcal_mol=4.29 charge=-1 lumo_energy_ev=3.80
C 2.42984 0.63959 0.36230 1.1 1.9 -2.1
C -0.80403 -1.00279 -0.14685 2.0 -3.2 -0.5
C -0.72817 0.51075 -0.24164 4.5 -0.3 -0.5
O -2.01673 -1.30138 0.15515 -3.0 0.2 -0.4
O 2.98793 1.20191 -0.50969 -0.3 -0.9 0.8
O 0.02370 -1.90382 -0.32860 -0.3 2.0 0.3
O 0.37840 1.06578 -0.37652 -1.1 0.2 -0.3
O 2.04436 0.16052 1.32499 -0.2 -1.2 1.7
O -1.83801 0.97764 -0.14797 -3.5 2.6 -0.2
H -2.47727 -0.34820 -0.09118 0.9 -1.2 1.2



# 5
9
Properties=species:S:1:pos:R:3:forces:R:3 method="wB97M-V/def2-TZVPD" e_homo_ev="-17.9 / -17.8" charge=+2 spin_multiplicity=2 lumo_energy_ev="-8.61 / -11.96"
O 1.88634 -1.73755 -0.10191 -1.4 0.3 0.7
C 0.74699 -1.31942 -0.27577 2.8 0.3 -0.7
O 0.03233 -1.24406 -1.28397 2.7 -2.1 1.4
Tl -1.68499 -0.11492 -1.15747 -4.2 1.7 -0.9
Li 2.44572 -0.89932 1.62986 0.3 -0.6 -0.3
C 0.31892 -0.27471 1.03817 1.6 -2.3 -0.6
C -0.18448 0.85250 1.18748 -4.9 2.8 -1.1
O -1.10765 1.67528 1.04063 3.3 -1.0 1.3
Li -1.23261 3.47075 0.90978 -0.3 0.8 0.1



# 6
9
Properties=species:S:1:pos:R:3:forces:R:3 method="wB97M-V/def2-TZVPD" e_homo_ev=1.6 de_lowest_kcal_mol=29.89 charge=-2 lumo_energy_ev=7.13
C 0.35929 -1.13732 0.02366 -0.2 -0.8 -0.7
C -1.63344 0.47379 0.03779 1.2 0.3 1.7
C -0.25756 0.04638 -0.14339 0.3 1.1 0.1
N 1.82532 1.25463 0.48707 6.1 -1.1 -2.8
N 2.81608 0.97812 -0.05118 -5.8 1.5 2.9
O 0.09050 -0.91929 -1.28832 0.6 -0.9 -1.3
O -2.49045 0.26704 -0.79736 -2.0 -0.5 -2.4
O 0.90939 -2.08544 0.54551 0.4 -0.4 0.8
O -1.77876 1.07304 1.12643 -0.5 0.8 1.7



# 7
8
Properties=species:S:1:pos:R:3:forces:R:3 method="wB97M-V/def2-TZVPD" e_homo_ev=-5.3 de_lowest_kcal_mol=20.38 charge=-1 lumo_energy_ev=3.93
C 0.20918 -0.69765 1.37686 -1.9 0.2 -5.3
C -1.45386 -0.50902 -0.37210 -2.0 -0.7 -1.0
C 0.95219 1.05912 -0.68967 -1.1 -0.7 -4.1
N 0.62227 -1.29761 2.26583 0.2 0.3 0.8
N -2.49177 -0.69201 -0.88108 0.6 0.3 0.6
N -0.21534 -0.32861 -0.04335 2.8 -0.2 5.0
O 0.73696 1.19397 -1.85955 -0.7 -0.1 0.6
O 1.64038 1.27180 0.20307 2.0 0.9 3.4



# 8
15
Properties=species:S:1:pos:R:3:forces:R:3 method="wB97M-V/def2-TZVPD" e_homo_ev=-13.1 lumo_energy_ev=-1.00
C 2.51461 -0.57868 0.69073 0.1 -0.3 -0.4
C -1.85536 -2.37817 0.52926 1.3 2.3 -1.4
C -1.38523 2.43440 -0.34160 1.6 -1.5 0.7
N 3.02442 -0.77550 1.69795 0.1 0.0 0.2
N -2.20686 -3.33008 1.04306 -0.5 -1.1 0.6
N -2.12348 2.95328 -1.04054 -0.6 0.6 -0.3
O 2.32932 -0.38285 -2.13054 -0.6 -0.3 2.4
O -0.76219 0.02114 0.99787 0.1 1.4 -0.7
O 0.40673 2.24718 1.68912 0.2 0.2 0.5
O 0.40269 -1.36544 -0.68119 -0.5 -0.3 0.6
O 0.96446 1.08710 -0.56553 -0.8 0.2 0.6
O -1.72639 -0.18923 -1.36968 -0.7 -0.8 0.4
P 1.64377 -0.35242 -0.82519 0.1 0.2 -2.6
P -1.12415 -0.90745 -0.25966 1.2 -0.3 -0.3
P -0.10234 1.51673 0.56595 -1.0 -0.4 -0.3



It is found that the energy values, taken in the order of the records, are -415.81336; -415.88929; -415.86346; -566.49337; -526.92536; -524.71060; -429.12203; -1754.28150 hartree.
It is found that the F_max values, taken in the order of the records, are 0.1008; 0.0604; 0.0309; 0.0879; 0.1110; 0.1322; 0.1121; 0.0578 Eh/bohr.